No. 1
22
Properties=species:S:1:pos:R:3:nbo_charge:R:1 method="wB97M-V/def2-TZVPD" multiplicity=3 lumo_energy_ha="0.027 / -0.128" homo_lumo_gap_ha="0.188 / 0.188" s_squared=2.0134
C 2.161 0.508 -0.177 0.6025
C 3.186 1.342 0.446 -0.6758
C -1.639 -2.349 -0.517 -0.6188
C -2.806 1.928 0.293 -0.8284
C -0.205 -1.782 -0.247 -0.7795
N 2.196 -0.239 -1.179 -0.7081
O 0.918 0.661 0.338 -0.8355
P -0.533 -0.134 0.487 1.1796
S -1.062 -0.054 2.380 -0.4800
S -1.587 1.027 -0.881 0.1976
H 3.378 0.961 1.426 0.2404
H 4.085 1.310 -0.145 0.2245
H 2.794 2.270 0.491 0.2350
H -2.071 -2.100 0.457 0.2200
H -2.240 -1.912 -1.246 0.2148
H -1.505 -3.510 -0.695 0.2191
H -3.849 1.531 0.128 0.2400
H -2.718 2.940 -0.134 0.2182
H -2.344 1.955 1.244 0.2384
H 0.384 -1.526 -1.120 0.2785
H 0.384 -2.465 0.378 0.2576
H 3.073 -0.362 -1.728 0.3600

No. 2
11
Properties=species:S:1:pos:R:3:nbo_charge:R:1 method="wB97M-V/def2-TZVPD" lumo_energy_ha=-0.003 relative_energy_ev=1.0339 homo_lumo_gap_ha=0.334
F 1.256 -1.334 -1.282 -0.2888
C 0.382 -1.211 -0.262 0.3866
C -0.129 -1.934 0.752 -0.2900
C -1.062 -1.218 1.569 -0.2136
C -0.965 0.063 1.237 -0.2114
C -0.075 0.239 0.081 -0.1396
Cl 1.276 1.302 0.342 0.0455
Cl -1.113 1.064 -1.163 -0.0154
H 0.184 -3.037 0.962 0.2349
H -1.695 -1.702 2.394 0.2433
H -1.465 0.900 1.874 0.2485

No. 3
69
Properties=species:S:1:pos:R:3:nbo_charge:R:1 method="wB97M-V/def2-TZVPD" charge=-2 lumo_energy_ha=0.173 relative_energy_ev=2.6447 homo_lumo_gap_ha=0.272
O 46.133 18.447 34.432 -0.8004
H 46.656 18.903 34.874 0.4960
H 45.478 19.091 33.953 0.5732
H 45.485 18.291 35.179 0.5494
P 43.678 20.407 35.439 2.6281
O 44.630 21.516 35.691 -1.2254
O 44.409 19.066 36.068 -1.2912
O 44.075 19.937 34.072 -1.1908
O 42.304 20.495 35.726 -1.1572
N 43.236 21.354 32.048 -0.5475
C 43.596 22.615 31.674 -0.1081
C 42.836 23.002 30.551 -0.3370
C 42.036 21.785 30.176 -0.3907
C 42.497 20.802 31.136 -0.0439
H 43.612 20.629 32.980 0.4793
H 44.282 23.327 32.102 0.1970
H 42.833 23.908 30.111 0.1830
H 41.220 21.750 29.249 0.1972
H 42.273 19.667 31.315 0.2083
N 46.890 15.456 32.271 -0.4896
C 47.170 14.388 31.450 -0.1036
C 48.378 13.805 31.850 -0.2727
C 48.840 14.596 33.007 -0.3623
C 47.793 15.610 33.145 -0.0225
H 46.101 16.031 32.222 0.4481
H 46.460 14.171 30.843 0.1839
H 48.709 13.069 31.440 0.1649
H 49.680 14.455 33.728 0.2110
H 47.712 16.458 33.928 0.2180
N 44.968 18.355 38.510 -0.5299
C 45.802 19.309 39.221 -0.0635
C 45.901 18.922 40.568 -0.3424
C 45.077 17.683 40.605 -0.3544
C 44.537 17.414 39.397 -0.0620
H 44.695 18.478 37.527 0.4685
H 46.031 20.147 38.810 0.1838
H 46.399 19.749 41.335 0.2112
H 44.672 17.140 41.529 0.1913
H 43.653 16.733 39.174 0.2260
N 44.030 17.973 32.459 -0.5876
C 43.354 16.863 32.799 -0.0246
C 43.502 15.813 31.881 -0.3622
C 44.487 16.464 30.866 -0.3293
C 44.856 17.692 31.330 -0.0922
H 43.856 19.009 33.123 0.4841
H 42.730 16.775 33.659 0.2240
H 43.023 14.956 31.760 0.1927
H 44.986 16.031 30.096 0.1861
H 45.441 18.313 31.011 0.1720
N 47.095 21.002 35.076 -0.5824
C 47.624 20.997 33.807 -0.0854
C 48.857 20.445 33.751 -0.3380
C 49.181 20.316 35.229 -0.3434
C 48.029 20.539 35.937 -0.0979
H 46.122 21.528 35.227 0.5041
H 47.029 21.502 33.024 0.2128
H 49.473 20.345 32.891 0.2115
H 50.027 20.050 35.752 0.1990
H 47.704 20.687 37.072 0.2301
N 43.629 16.750 36.055 -0.5598
C 42.398 16.424 36.772 -0.0995
C 42.346 15.050 36.760 -0.2985
C 43.608 14.455 36.011 -0.3652
C 44.251 15.601 35.650 -0.0235
H 43.842 17.730 36.067 0.4511
H 41.623 17.049 37.123 0.2222
H 41.643 14.411 37.015 0.1752
H 43.786 13.442 35.779 0.2054
H 45.156 15.781 35.111 0.1964

No. 4
40
Properties=species:S:1:pos:R:3:nbo_charge:R:1 method="wB97M-V/def2-TZVPD" multiplicity=3 charge=+3 lumo_energy_ha="-0.316 / -0.411" relative_energy_ev=0.0000 homo_lumo_gap_ha="0.352 / 0.259" s_squared=2.0067
Pt -0.336 -0.146 -0.454 1.0163
C 0.669 -5.622 1.027 -0.6515
C 1.139 -4.339 0.411 0.0159
C 2.399 -4.216 -0.180 -0.0891
C 2.808 -3.011 -0.740 -0.2268
C 1.904 -1.984 -0.681 0.1442
Br 2.202 -0.229 -1.375 0.1984
N 0.690 -2.050 -0.144 -0.5190
C 0.320 -3.216 0.405 0.0454
H 1.495 -6.319 1.147 0.2569
H -0.081 -6.097 0.393 0.2575
H 0.224 -5.448 2.006 0.2494
H 3.068 -5.067 -0.197 0.2680
H 3.778 -2.887 -1.200 0.2793
H -0.646 -3.256 0.891 0.2135
N -2.157 0.980 -0.031 -0.8383
C -3.353 0.111 0.177 -0.2408
C -3.379 -0.869 -0.978 -0.2538
N -2.083 -1.584 -0.988 -0.7968
H -2.041 1.642 0.730 0.4121
H -2.343 1.533 -0.869 0.4126
H -4.260 0.714 0.197 0.2499
H -3.252 -0.395 1.137 0.2233
H -3.494 -0.342 -1.926 0.2259
H -4.210 -1.567 -0.881 0.2545
H -1.918 -2.059 -1.872 0.4242
H -2.107 -2.305 -0.275 0.3955
N 1.751 5.117 1.975 -0.6715
C 2.313 3.764 1.584 -0.2455
C 1.268 2.650 1.428 -0.2597
N 0.700 2.436 0.085 -0.8369
H 2.516 5.777 2.154 0.4684
H 1.198 5.068 2.835 0.4520
H 1.166 5.538 1.248 0.4458
H 3.018 3.505 2.372 0.2585
H 2.878 3.924 0.667 0.2405
H 0.450 2.784 2.140 0.2168
H 1.769 1.728 1.724 0.2414
H 1.443 2.460 -0.607 0.3846
H 0.058 3.178 -0.183 0.3791

No. 5
10
Properties=species:S:1:pos:R:3:nbo_charge:R:1 method="wB97M-V/def2-TZVPD" multiplicity=6 charge=+2 lumo_energy_ha="-0.405 / -0.376" relative_energy_ev=1.1131 homo_lumo_gap_ha="0.188 / 0.325" s_squared=8.8134
H -2.863 3.140 0.960 0.1992
O -1.307 0.457 2.056 -0.4050
C -1.926 -0.628 2.546 0.9866
C -1.603 1.640 2.566 0.2359
O -1.628 -1.743 2.095 -0.6134
O -2.835 -0.498 3.425 -0.8612
C -2.183 2.736 2.487 -0.4457
Cr -3.040 -2.491 3.282 1.6242
H -2.264 3.711 2.951 0.3017
Li -3.531 1.138 4.136 0.9776

No. 6
11
Properties=species:S:1:pos:R:3:nbo_charge:R:1 method="wB97M-V/def2-TZVPD" lumo_energy_ha="0.021 / 0.021" relative_energy_ev=8.7145 homo_lumo_gap_ha="0.251 / 0.251"
C -1.095 0.527 -0.224 -0.7881
C -0.205 -0.680 -0.225 -0.4079
C 1.253 -0.219 -0.264 -0.1081
O 1.089 1.039 0.428 -0.5036
C -0.220 0.810 0.842 0.2830
H -1.546 -0.684 -0.803 0.3950
H -2.149 0.749 -0.064 0.2791
H -0.250 -1.705 -0.611 0.2531
H 1.679 -0.051 -1.263 0.1867
H 1.919 -0.870 0.318 0.2053
H -0.474 1.083 1.867 0.2054

The E_tot results, record by record, are as follows: -1465.27197, -1212.50055, -1980.20030, -3360.92563, -1392.42968, -230.90347 a.u..